Record 1
Molecular formula: C6H7BrO
Method: DFT, the ωB97M-V functional and the def2-TZVPD basis

Properties
Total charge: 0
Highest occupied orbital energy, eV: -9.704
M, g mol⁻¹: 175.03
Orbital gap, eV: 9.9

XYZ file:
```
15
Properties=species:S:1:pos:R:3:forces:R:3:lowdin_charge:R:1
O 1.921 -1.219 0.694 -0.03 0.21 0.45 0.04
C -0.630 0.789 0.996 -0.69 1.04 0.42 -0.24
H 2.157 -1.241 -1.327 3.48 -0.95 -2.77 0.07
C 0.135 0.981 -0.073 2.31 2.34 -0.34 -0.13
C 0.462 -0.025 -1.174 -1.39 -2.53 1.41 -0.12
H -1.118 -1.425 0.930 0.61 0.71 -0.93 0.03
H 0.729 1.972 -0.058 -0.94 -1.69 -0.32 0.13
H -1.721 -0.597 2.171 -1.02 0.78 -0.59 0.08
H -0.510 -0.632 -1.404 1.57 1.38 -0.13 0.11
C -1.479 -0.400 1.108 -0.90 -1.89 1.19 -0.55
H -0.828 1.601 1.812 0.72 -1.50 -1.79 0.14
H 1.031 0.228 -2.081 -1.04 1.05 0.31 0.11
C 1.187 -2.201 0.304 -0.38 -0.59 0.56 0.06
C 1.431 -1.143 -0.666 -2.96 1.66 1.47 -0.29
Br -3.080 -0.298 -0.156 0.67 -0.03 1.08 0.55
```
Forces are in eV/Å.

Record 2
Molecular formula: C6H7Cl2NS
Method: DFT, the ωB97M-V functional and the def2-TZVPD basis

Properties
Total charge: 0
Structure (SMILES): NC(/C=C\C=C(Cl)Cl)=C/S
Highest occupied orbital energy, eV: -7.651
M, g mol⁻¹: 196.10
Orbital gap, eV: 8.0

XYZ file:
```
17
Properties=species:S:1:pos:R:3:forces:R:3:lowdin_charge:R:1
C -0.417 0.145 0.610 -0.56 1.85 -0.09 -0.08
H -0.383 1.164 -2.366 -0.41 0.08 -0.42 0.09
C -0.433 -0.029 -0.873 0.70 -2.53 3.43 -0.54
H 2.635 -0.961 1.674 -1.26 2.11 -1.44 0.16
C 0.679 0.209 1.362 0.86 -2.08 1.70 -0.15
C 0.050 -1.141 -1.419 0.81 -1.25 2.01 -0.43
N -0.982 0.928 -1.588 -0.50 1.87 -3.64 0.09
C 2.075 -0.131 1.032 0.66 -1.39 -0.16 -0.24
H -1.267 0.637 1.145 0.07 -1.09 -0.78 0.13
H -1.360 1.751 -1.221 -0.41 0.96 1.21 0.08
Cl 4.320 -0.053 -0.407 0.56 -0.43 -0.08 0.64
Cl 2.125 1.567 -1.100 -0.25 0.34 -0.12 0.71
S 0.782 -2.577 -0.621 0.02 0.14 -0.36 0.72
H 0.510 0.099 2.456 0.00 1.00 -0.59 0.11
H 0.231 -2.601 0.600 -0.21 0.33 -0.09 -0.14
C 2.700 0.347 -0.054 0.20 -0.05 1.26 -1.18
H 0.193 -1.311 -2.435 -0.29 0.13 -1.82 0.04
```
Forces are in eV/Å.

Record 3
Molecular formula: C6H7ClF3N2
Method: DFT, the ωB97M-V functional and the def2-TZVPD basis

Properties
Total charge: +1
Highest occupied orbital energy, eV: -13.201
M, g mol⁻¹: 199.58
Orbital gap, eV: 6.5

XYZ file:
```
19
Properties=species:S:1:pos:R:3:forces:R:3:lowdin_charge:R:1
H -3.078 -1.088 -0.449 -0.17 -0.06 0.30 0.10
Cl 0.928 -3.356 -0.456 -1.04 -0.04 0.15 0.98
C 0.182 1.933 -0.521 -1.10 2.41 -0.74 0.01
H -1.527 0.351 0.989 1.29 0.16 -1.21 0.19
H 0.611 2.652 0.165 0.42 0.07 -0.07 0.11
N 0.310 0.620 0.072 1.02 1.05 -0.79 -0.16
C 2.692 0.822 -0.053 1.96 -1.15 1.64 -0.66
H -2.912 -1.270 1.403 0.17 -0.24 -1.38 0.12
N -0.881 -0.027 0.241 -2.86 -1.25 1.62 0.06
H -0.828 2.322 -0.688 -0.16 -0.80 0.35 0.11
C -1.110 -1.419 0.230 0.01 -0.20 -1.02 -0.31
F 3.816 0.035 0.203 -1.55 0.35 -0.69 0.09
C -2.628 -1.654 0.369 -0.23 -1.01 1.44 0.01
F 2.822 1.801 0.830 -0.11 1.22 0.23 0.17
H -3.000 -2.725 0.357 0.87 1.22 -0.19 0.12
C 1.443 0.106 0.257 -0.25 -3.33 0.51 0.12
F 2.800 1.243 -1.283 0.14 0.45 -1.09 0.19
H 0.636 2.010 -1.516 0.20 -0.37 0.47 0.11
C -0.275 -2.359 -0.152 1.37 1.51 0.48 -0.37
```
Forces are in eV/Å.

Record 4
Molecular formula: C6H7ClIN
Method: DFT, the ωB97M-V functional and the def2-TZVPD basis

Properties
Total charge: 0
Highest occupied orbital energy, eV: -9.157
M, g mol⁻¹: 255.49
Orbital gap, eV: 8.9

XYZ file:
```
16
Properties=species:S:1:pos:R:3:forces:R:3:lowdin_charge:R:1
C 1.114 1.321 -0.730 1.27 0.50 0.49 -0.29
C 0.931 -1.413 0.383 1.03 -0.43 0.35 -0.06
C -0.029 0.523 -0.785 -4.24 0.79 -4.19 -0.37
C -0.529 0.138 1.578 -2.29 3.41 0.29 -0.07
C -0.310 -0.492 0.243 2.79 -0.64 0.22 -0.45
H -1.143 -0.989 -0.159 -1.17 -1.03 0.22 0.06
H 0.222 0.120 2.325 1.54 -0.20 0.07 0.06
H 1.160 -2.080 -0.475 -0.72 0.13 0.50 0.08
H -0.725 1.328 1.394 -0.11 -2.88 0.87 0.15
H 1.838 -0.728 0.347 -0.94 -0.89 0.82 0.09
I -0.693 2.098 -3.320 0.29 0.77 -0.66 0.96
C -0.991 0.770 -1.829 3.06 -0.84 3.17 -1.19
Cl -2.459 -0.079 -1.953 -0.33 -0.32 0.15 0.64
H -1.339 -0.370 2.111 -0.44 0.51 -0.27 0.08
N 2.100 1.872 -0.500 -0.15 0.10 -0.26 0.20
H 0.854 -2.019 1.369 0.39 1.01 -1.76 0.11
```
Forces are in eV/Å.

Record 5
Molecular formula: C6H7ClN2O2
Method: DFT, the ωB97M-V functional and the def2-TZVPD basis

Properties
Total charge: 0
Highest occupied orbital energy (spin up / spin down), eV: -9.611 / -8.372
M, g mol⁻¹: 174.59
Orbital gap (spin up / spin down), eV: 8.3 / 6.9

XYZ file:
```
18
Properties=species:S:1:pos:R:3:forces:R:3:lowdin_charge:R:1
C 1.270 -1.022 -0.317 2.38 -0.64 -0.11 -0.21
H 1.623 2.444 0.050 0.19 1.74 0.11 0.06
C 0.192 -1.493 -0.885 -1.13 0.29 -0.90 -0.08
H -1.779 -1.582 -0.931 -1.78 -0.82 1.08 0.10
H -0.260 -0.986 1.651 -1.35 1.72 0.08 0.15
H -1.014 0.634 2.179 0.46 -0.86 -0.65 0.12
Cl 3.320 -0.175 1.197 -0.58 0.66 -0.45 0.52
C 1.553 1.439 -0.168 -0.87 1.11 -0.47 0.17
H 1.999 -1.784 -0.167 0.67 -0.53 -0.10 0.07
H -1.440 -0.321 -1.937 0.81 0.40 0.53 0.13
C -1.132 -0.759 -0.970 1.72 0.46 -0.13 -0.07
N -0.913 -0.158 1.515 0.46 -0.24 -1.65 0.18
H 0.259 -2.542 -1.181 -0.41 0.29 0.12 0.12
N -1.418 1.527 -0.068 0.28 2.44 3.04 -0.39
O -1.572 1.992 -1.174 -0.34 -0.60 -1.79 0.05
O -1.461 2.316 0.946 0.04 -1.42 -0.51 -0.03
C 1.861 0.257 0.069 0.59 -3.05 1.32 -0.63
C -1.090 0.212 0.190 -1.15 -0.97 0.50 -0.24
```
Forces are in eV/Å.

Record 6
Molecular formula: C6H7ClO
Method: DFT, the ωB97M-V functional and the def2-TZVPD basis

Properties
Total charge: 0
Structure (SMILES): C=C/C=C(\C=O)CCl
Highest occupied orbital energy, eV: -9.187
M, g mol⁻¹: 130.57
Orbital gap, eV: 8.6

XYZ file:
```
15
Properties=species:S:1:pos:R:3:forces:R:3:lowdin_charge:R:1
H -0.082 -1.925 0.401 -0.14 0.72 -1.62 0.13
H -2.310 -1.474 0.615 0.78 1.85 -1.33 0.12
C -0.394 1.393 0.213 -0.58 4.40 -0.99 -0.22
C -0.684 0.018 0.122 -1.34 -0.34 -1.43 -0.33
H -1.223 2.116 0.483 -0.09 -1.31 0.48 0.14
C 2.370 0.247 -0.680 1.90 -3.41 0.25 0.07
H 1.888 1.192 -0.759 0.22 0.21 -0.40 0.00
Cl -3.321 0.255 -0.670 -0.90 0.69 -1.20 0.65
C 0.187 -0.938 -0.091 3.11 -2.53 1.24 -0.05
C -2.103 -0.352 0.339 0.23 -2.25 5.33 -0.69
H 2.105 -1.876 -0.126 -0.04 1.10 -0.73 0.10
H 3.538 0.149 -0.750 -2.44 0.18 0.08 0.10
C 1.639 -0.893 -0.395 0.56 1.06 0.85 -0.13
O 0.591 2.053 -0.100 -0.32 -0.52 0.44 0.01
H -2.200 0.035 1.398 -0.97 0.15 -0.97 0.10
```
Forces are in eV/Å.

Record 7
Molecular formula: C6H7ClO
Method: DFT, the ωB97M-V functional and the def2-TZVPD basis

Properties
Total charge: 0
Highest occupied orbital energy (spin up / spin down), eV: -7.210 / -7.272
M, g mol⁻¹: 130.57
Orbital gap (spin up / spin down), eV: 7.8 / 7.3

XYZ file:
```
15
Properties=species:S:1:pos:R:3:forces:R:3:lowdin_charge:R:1
H -1.691 2.368 -0.840 0.49 0.02 0.42 0.11
C 0.777 0.409 0.497 -1.41 2.05 -0.52 -0.05
C 0.056 1.454 0.080 -2.63 -3.63 0.37 -0.08
Cl -4.532 -0.911 0.005 1.41 0.83 0.07 0.58
H 1.802 -0.977 1.704 -0.03 1.26 -1.44 0.13
C -2.840 -0.399 0.157 -0.24 -2.59 1.10 -0.60
H 0.563 2.317 -0.139 0.96 2.31 -0.20 0.08
H 3.473 -1.204 -0.317 3.35 0.64 0.41 0.03
H 2.084 -0.576 -1.314 1.02 -1.07 0.06 0.10
C 1.681 -0.463 0.667 1.89 -3.07 2.79 -0.19
H -2.187 -0.991 0.778 -0.22 -0.37 0.04 0.08
O -2.466 0.752 -0.192 0.46 1.82 -0.94 -0.08
C -1.355 1.506 -0.263 -0.10 1.44 -0.83 -0.10
C 2.471 -1.141 -0.429 -4.24 1.85 -0.74 -0.08
H 2.163 -2.145 -0.395 -0.71 -1.49 -0.60 0.06
```
Forces are in eV/Å.

Record 8
Molecular formula: C6H7ClS
Method: DFT, the ωB97M-V functional and the def2-TZVPD basis

Properties
Total charge: 0
Structure (SMILES): C=C[C@H]1CC(=S)[C@H]1Cl
Highest occupied orbital energy, eV: -8.834
M, g mol⁻¹: 146.64
Orbital gap, eV: 8.3

XYZ file:
```
15
Properties=species:S:1:pos:R:3:forces:R:3:lowdin_charge:R:1
Cl -0.528 -0.997 -1.609 0.11 -0.05 -0.19 0.63
C 2.697 -2.016 1.050 -1.52 1.00 0.10 0.02
H 2.310 -2.186 2.052 0.45 -0.07 0.16 0.06
C 0.776 -0.386 0.790 0.82 -0.80 1.14 -0.35
C -0.578 -0.512 0.104 -1.15 0.87 -0.46 -0.64
H 1.429 1.482 -0.187 0.89 0.54 -1.05 0.10
H 3.607 -2.514 0.764 -0.05 -0.08 -0.35 0.05
C 1.948 -1.187 0.303 1.04 -0.37 -1.17 -0.17
H 2.190 -1.033 -0.791 -0.13 -0.07 1.35 0.11
C -0.676 1.023 0.208 0.28 0.15 0.22 -0.82
H 0.932 1.742 1.513 0.31 0.17 0.00 0.11
C 0.818 1.163 0.605 -2.29 -1.29 0.53 -0.10
H -1.430 -1.072 0.541 0.83 0.27 0.00 0.11
H 0.570 -0.574 1.855 0.33 -0.16 -0.19 0.15
S -1.909 2.037 0.203 0.07 -0.12 -0.09 0.75
```
Forces are in eV/Å.

Record 9
Molecular formula: C6H7CoNO6
Method: DFT, the ωB97M-V functional and the def2-TZVPD basis

Properties
Expectation value of S²: 3.76
Total charge: +2
Highest occupied orbital energy (spin up / spin down), eV: -13.858 / -20.061
M, g mol⁻¹: 248.06
Orbital gap (spin up / spin down), eV: 6.7 / 7.5
Multiplicity: 4

XYZ file:
```
21
Properties=species:S:1:pos:R:3:forces:R:3:lowdin_spin:R:1
C 2.232 0.986 1.396 -0.13 1.08 -0.09 0.04
O 0.286 1.449 0.132 0.02 0.32 -0.07 0.82
N 2.968 -0.238 1.657 0.18 -0.52 -0.21 0.01
C -2.000 -1.756 -0.173 -0.81 -3.34 1.77 0.10
O -1.187 2.210 -2.375 -0.26 -1.69 1.06 0.07
H -3.134 -0.734 -2.372 -0.36 -0.16 -0.46 0.07
H 2.822 1.665 0.805 0.31 0.35 -0.11 0.00
O -3.095 1.116 1.089 0.62 -0.77 -1.31 0.10
H 1.963 1.456 2.336 -0.15 0.18 0.11 0.00
H 3.735 -0.118 2.295 0.62 0.19 0.65 0.00
C -0.681 -1.112 -2.088 2.89 -2.08 -2.66 0.12
O 0.767 -0.693 0.698 -0.84 1.99 -1.05 0.12
O 0.053 -1.668 -2.756 -0.84 0.55 0.62 0.10
C -2.582 0.570 0.228 -2.14 2.32 3.70 0.12
C -1.389 1.233 -1.820 0.51 4.02 -2.70 0.11
H -3.545 -0.373 -1.868 -0.57 0.02 -0.20 0.07
C 0.996 0.531 0.647 0.59 -2.35 1.54 0.07
H 2.318 -0.946 2.001 -0.02 -0.33 0.16 0.00
H 3.342 -0.588 0.783 0.33 -0.43 -0.30 0.00
Co -1.687 -0.260 -0.985 -0.17 -0.08 -0.10 0.99
O -2.182 -2.730 0.372 0.22 0.73 -0.35 0.08
```
Forces are in eV/Å.

Record 10
Molecular formula: C6H7EuNO4
Method: DFT, the ωB97M-V functional and the def2-TZVPD basis

Properties
Expectation value of S²: 12.01
Total charge: +3
Highest occupied orbital energy (spin up / spin down), eV: -24.672 / -24.597
M, g mol⁻¹: 309.09
Orbital gap (spin up / spin down), eV: 9.1 / 10.4
Multiplicity: 7

XYZ file:
```
19
Properties=species:S:1:pos:R:3:forces:R:3:lowdin_spin:R:1
H 1.193 -2.091 1.152 -0.45 -0.23 1.66 0.00
C -0.232 1.512 2.100 0.27 4.26 7.50 -0.01
C -0.182 2.408 -0.797 -0.15 3.43 -1.43 -0.01
H -0.207 -1.818 2.163 -0.44 -1.45 1.40 0.00
H 0.779 -1.923 -1.278 -1.29 0.44 -1.40 0.00
H -1.135 0.355 -2.533 1.12 -1.12 0.26 0.00
H -1.151 -1.920 -1.271 1.29 0.39 -1.38 0.00
O -3.666 0.415 0.182 4.21 0.08 0.01 0.00
Eu -0.219 -0.109 0.234 0.14 1.09 0.38 6.06
O 3.275 0.405 0.201 -4.44 0.87 -0.79 0.00
C -0.187 -0.229 -2.261 0.05 1.98 -2.76 -0.01
H 1.275 -0.934 2.456 -0.84 -1.56 -0.26 0.00
O -0.198 3.448 -1.261 0.08 -3.12 1.39 0.00
C -2.522 0.400 0.196 -7.02 0.50 0.05 -0.01
O -0.188 2.068 3.132 -0.29 -3.18 -6.20 0.00
C 2.148 0.558 0.041 6.13 -0.54 0.77 -0.01
C -0.185 -1.435 -1.721 0.05 -2.07 1.39 0.00
N 0.646 -1.471 1.798 2.73 1.37 -0.81 -0.02
H 0.757 0.362 -2.533 -1.14 -1.16 0.21 0.00
```
Forces are in eV/Å.